# C28H55O2Si4Sn

C28H55O2Si4Sn as an isolated structure at a distorted geometry (ωB97M-V/def2-TZVPD, the Open Molecules 2025 dataset).

Structure (XYZ):
```
90
C28H55O2Si4Sn (ωB97M-V/def2-TZVPD)
O -5.60324 1.16041 -0.43249
C -6.44372 0.20741 -1.12212
C -7.60706 1.18364 -1.29541
H -6.68520 -0.60231 -0.43582
H -6.03242 -0.19891 -2.06501
C -6.70730 2.12519 -0.44465
H -8.58922 0.93749 -0.86561
H -7.70303 1.51190 -2.33532
C -7.29224 2.44329 0.92518
H -7.61360 1.55421 1.48288
H -8.18797 3.08489 0.82455
H -6.59604 3.01906 1.54509
C -6.30409 3.38548 -1.18229
H -5.81478 3.13141 -2.14005
H -5.60767 3.95664 -0.54864
H -7.19205 4.01130 -1.36839
Sn -1.05575 -0.36402 -0.92183
C 0.53467 1.38099 -1.69184
C 0.06249 0.63627 -2.85319
C -1.21690 1.17268 -3.20964
H 0.59519 -0.15483 -3.37979
C -1.55220 2.19275 -2.28422
C -0.53251 2.26535 -1.29789
H -0.55560 2.92406 -0.41836
H 1.55802 1.37200 -1.29902
H -1.76266 0.96340 -4.12276
H -2.34811 2.92910 -2.40803
C 1.36797 0.55712 2.42649
C 1.06111 1.68891 1.62707
C -0.13280 2.27323 2.12955
H 1.63734 2.00086 0.75250
C -0.59203 1.47403 3.21672
C 0.30268 0.36978 3.35715
H 0.22218 -0.47067 4.04497
H 2.28105 -0.03063 2.31202
H -0.59280 3.18345 1.75742
H -1.44172 1.70176 3.86089
O -4.78414 1.38599 2.18674
C -3.78689 2.00162 1.35518
C -3.21744 1.01740 0.31973
H -2.89696 2.28942 1.97401
H -4.21010 2.92054 0.92787
C -3.47172 -0.36511 1.01212
H -2.18023 1.42905 0.27745
H -3.69891 1.02401 -0.66329
C -4.57875 -0.03558 2.06179
H -2.50723 -0.66738 1.48806
H -3.74452 -1.24378 0.36504
H -4.24190 -0.38338 3.05301
H -5.56855 -0.48346 1.84708
C 3.18282 -2.27997 3.06686
Si 2.87659 -2.77400 1.26352
C 4.04316 -4.22086 0.93550
C 1.07206 -3.25942 0.98892
Si 3.17587 -1.06081 -0.27453
Si 5.06917 0.12472 0.39549
C 6.48357 -1.06121 0.81221
C 5.57329 1.25042 -1.03827
C 4.77641 1.20679 1.91886
Si 3.62652 -2.07028 -2.31370
C 5.28366 -2.98664 -2.25806
C 2.23018 -3.28351 -2.71382
C 3.65063 -0.68758 -3.60219
H 3.37362 -3.20077 3.63923
H 2.30358 -1.79731 3.51245
H 4.04848 -1.61631 3.20111
H 3.86830 -4.93111 1.75665
H 3.84455 -4.73980 -0.01085
H 5.09967 -3.92175 0.96510
H 0.37485 -2.43544 1.20702
H 0.88057 -3.61141 -0.03477
H 0.85128 -4.08750 1.67911
H 6.87099 -1.57721 -0.07717
H 7.29197 -0.43992 1.22968
H 6.21859 -1.81323 1.57002
H 4.73195 1.86662 -1.38939
H 6.36026 1.92296 -0.65966
H 5.97227 0.69758 -1.90067
H 3.97175 1.93666 1.75555
H 4.52211 0.62249 2.81259
H 5.70429 1.75950 2.13633
H 5.31617 -3.78195 -1.50110
H 5.41212 -3.46526 -3.24204
H 6.13580 -2.31464 -2.07718
H 1.25168 -2.78262 -2.73027
H 2.41539 -3.69590 -3.71614
H 2.18214 -4.12433 -2.00900
H 2.64884 -0.27862 -3.78969
H 4.30173 0.14361 -3.30223
H 4.03053 -1.09802 -4.55035
```

Properties
Energy above the lowest of the compared OMol25 structures with the same formula, charge and spin: 35.9 kcal per mole
Net charge: +1
E_HOMO (spin up / spin down): -10.9 / -9.9 eV
DFT total energy: -71354.9892 eV
Frontier orbital gap (spin up / spin down): 6.597 / 5.276 eV

# C28H55O2Si4Sr

C28H55O2Si4Sr as an isolated structure at a distorted geometry (ωB97M-V/def2-TZVPD, the Open Molecules 2025 dataset).

Structure (XYZ):
```
90
C28H55O2Si4Sr (ωB97M-V/def2-TZVPD)
O 0.74663 0.30866 -8.12882
C 0.55671 1.63914 -8.78309
C 0.31402 1.03838 -10.17627
H 1.46748 2.23562 -8.71509
H -0.31469 2.14466 -8.36285
C 0.53844 -0.31587 -9.43316
H 1.08131 1.29189 -10.90036
H -0.69646 1.18773 -10.54286
C 1.77073 -1.06083 -9.91219
H 2.65191 -0.40658 -9.94512
H 1.60279 -1.46033 -10.91666
H 1.97688 -1.90777 -9.24260
C -0.68502 -1.21255 -9.42068
H -1.57776 -0.66067 -9.09604
H -0.51472 -2.05562 -8.73511
H -0.86947 -1.61749 -10.41944
Sr 0.62425 0.67914 -0.01758
C -1.89350 -0.44509 1.06081
C -1.71435 0.95384 1.23624
C -1.90811 1.57447 -0.01202
H -1.32127 1.46673 2.12050
C -2.19491 0.57882 -0.95752
C -2.19829 -0.66496 -0.30438
H -2.43067 -1.63233 -0.73490
H -1.84411 -1.20539 1.83404
H -1.68514 2.64537 -0.19752
H -2.42111 0.74403 -2.01740
C 1.44409 -1.58955 1.36541
C 0.63500 -2.32705 0.47454
C 1.17134 -2.19785 -0.81638
H -0.24297 -2.90856 0.75713
C 2.32764 -1.38921 -0.73169
C 2.52376 -1.03842 0.62680
H 3.21722 -0.28583 1.02532
H 1.25529 -1.46062 2.42987
H 0.77337 -2.68146 -1.70922
H 2.92926 -1.05153 -1.58135
O 0.55506 0.60372 -2.37790
C 0.16621 -0.29120 -3.48416
C -0.13852 0.61690 -4.66936
H -0.69531 -0.89092 -3.15662
H 0.98738 -1.00155 -3.69311
C 0.74049 1.85679 -4.39810
H -1.19818 0.93184 -4.59341
H 0.02371 0.16762 -5.65911
C 0.71095 1.97694 -2.88107
H 0.44137 2.75917 -4.93695
H 1.77858 1.60165 -4.69277
H -0.14860 2.58794 -2.55542
H 1.62042 2.42111 -2.44881
C 3.16098 -0.38937 4.44631
Si 1.75922 0.85519 4.63354
C 1.62294 1.40487 6.43363
C 2.04936 2.33603 3.49645
Si -0.27894 -0.04327 4.13979
Si -0.51643 -2.21390 4.83166
C -0.25133 -2.13511 6.69514
C -2.22990 -2.86504 4.39852
C 0.77427 -3.39188 4.11862
Si -1.99742 1.31364 4.82624
C -2.15572 1.08132 6.67747
C -1.59655 3.11195 4.41387
C -3.61083 0.80102 4.00017
H 4.08367 0.12977 4.74441
H 3.28967 -0.74702 3.41791
H 3.03205 -1.26082 5.09952
H 2.60061 1.82974 6.70019
H 0.85324 2.17226 6.58090
H 1.41225 0.56434 7.10639
H 2.15140 2.04035 2.43986
H 1.25755 3.09042 3.58029
H 3.00164 2.79163 3.80564
H -0.98731 -1.50370 7.20629
H -0.35955 -3.17179 7.04395
H 0.75789 -1.78402 6.94656
H -2.39199 -2.93784 3.31498
H -2.28425 -3.87996 4.81985
H -3.03455 -2.26013 4.83391
H 0.65852 -3.54719 3.03977
H 1.80425 -3.06517 4.30506
H 0.61978 -4.35696 4.62262
H -1.22837 1.30750 7.21637
H -2.93512 1.79349 6.98456
H -2.47918 0.06263 6.92499
H -1.51785 3.30418 3.33595
H -2.44154 3.69764 4.80484
H -0.67570 3.46146 4.89764
H -3.59781 0.94508 2.91379
H -3.86945 -0.24532 4.20211
H -4.38867 1.45103 4.42667
```

Properties
Energy above the lowest of the compared OMol25 structures with the same formula, charge and spin: 8.4 kcal per mole
Net charge: -1
E_HOMO: -1.4 eV
DFT total energy: -66370.1329 eV
Frontier orbital gap: 3.105 eV

# C28H56NbO24S6Si

C28H56NbO24S6Si as an isolated structure at a distorted geometry (ωB97M-V/def2-TZVPD, the Open Molecules 2025 dataset).

Structure (XYZ):
```
116
C28H56NbO24S6Si (ωB97M-V/def2-TZVPD)
C -4.09645 0.61800 -0.06297
Si -2.50310 0.50878 -1.20497
C -3.01711 1.41187 -2.85792
C -1.08037 1.43039 -0.29197
C 0.40729 1.25101 -0.95751
C 0.53832 1.77235 -2.50923
C 1.83055 2.78270 -2.74709
C 2.96694 2.19210 -3.76855
C 3.53643 0.70171 -3.40012
C 3.88979 0.45311 -1.82092
C 3.52956 -1.14023 -1.50905
Nb 3.49158 -1.67686 0.70373
C -2.13378 -1.32751 -1.65292
C -0.79773 -1.88153 -2.42410
C -0.69269 -3.48348 -2.76057
C -1.84708 -4.58846 -2.34420
C -3.17419 -4.06322 -1.52860
C -3.30248 -2.43857 -1.21291
H -4.16331 1.67647 0.43894
H -5.01997 0.42196 -0.78128
H -4.08078 -0.17522 0.79786
H -2.85516 2.57618 -2.81428
H -2.32302 0.93624 -3.70410
H -4.13466 1.13779 -3.12837
H -1.36108 2.58992 -0.30801
H -0.98102 1.12747 0.85811
H 1.14237 1.94040 -0.31670
H 0.84199 0.14835 -0.81686
H 0.66375 0.87405 -3.27821
H -0.42131 2.43037 -2.77498
H 2.34926 3.09540 -1.74334
H 1.43482 3.79582 -3.24006
H 3.85659 2.95005 -3.82863
H 2.52397 2.11267 -4.87455
H 2.85006 -0.17247 -3.81351
H 4.56635 0.58539 -3.99291
H 5.06254 0.54462 -1.65996
H 3.39527 1.19958 -1.06901
H 2.50106 -1.42302 -2.03303
H 4.38224 -1.77180 -2.04521
H 3.02311 -3.38720 0.19188
H 1.69026 -1.35143 0.84202
H 3.86003 0.00524 1.25749
H 5.25317 -2.10030 0.61597
H 3.49940 -2.30156 2.41261
H 0.06710 -1.15349 -2.73327
H 0.27534 -3.83714 -3.35351
H -1.68606 -5.71580 -2.64357
H -4.00881 -4.83934 -1.19030
H -4.29071 -2.10848 -0.64123
C -2.01204 -2.89634 -6.09014
C -3.16677 -3.72631 -5.53562
O -4.17928 -3.67364 -6.53803
S -3.46959 -3.57414 -8.00324
O -3.41733 -4.90329 -8.57048
O -4.02592 -2.44042 -8.70437
O -1.97355 -3.18234 -7.48725
H -2.20176 -1.82520 -5.96685
H -1.05771 -3.15222 -5.62211
H -3.54260 -3.33562 -4.58700
H -2.87318 -4.77348 -5.40690
C 4.01570 7.36858 -5.94587
C 5.08424 6.41290 -5.42184
O 4.36334 5.35510 -4.79402
S 2.94988 5.13855 -5.57866
O 3.11571 4.04873 -6.51457
O 1.87804 5.18952 -4.61173
O 2.95824 6.53581 -6.41859
H 3.62048 7.99726 -5.14143
H 4.39021 8.00422 -6.75270
H 5.76056 6.89362 -4.71101
H 5.66624 5.98337 -6.24410
C -4.26738 2.32354 5.03350
C -4.87293 1.83856 3.71903
O -4.27154 2.64706 2.71035
S -2.75620 3.03301 3.17425
O -1.84118 2.11096 2.53888
O -2.60673 4.46772 3.09893
O -2.90019 2.60760 4.74147
H -4.74380 3.25052 5.36861
H -4.34022 1.57165 5.82382
H -5.96046 1.94166 3.69833
H -4.60265 0.79581 3.52166
C -3.67106 -3.61701 3.19628
C -3.67129 -3.76685 4.71525
O -4.33060 -2.60147 5.20512
S -5.45783 -2.13575 4.12212
O -6.73709 -2.65689 4.54996
O -5.24084 -0.74289 3.80706
O -4.93386 -3.03896 2.87009
H -2.88613 -2.92789 2.86834
H -3.54790 -4.57647 2.68683
H -2.66180 -3.84045 5.12669
H -4.25481 -4.64029 5.02499
C 6.35753 0.67645 4.60633
C 7.42607 -0.27923 5.13035
O 6.70518 -1.33704 5.75817
S 5.29172 -1.55358 4.97353
O 5.45754 -2.64340 4.03762
O 4.21987 -1.50261 5.94046
O 5.30007 -0.15632 4.13360
H 5.96232 1.30513 5.41076
H 6.73204 1.31209 3.79950
H 8.10239 0.20148 5.84118
H 8.00807 -0.70876 4.30809
C 0.11281 -0.66217 7.64276
C 0.38247 -1.08285 6.20053
O -0.75639 -1.84980 5.81636
S -2.07028 -1.27171 6.59090
O -2.76388 -0.37380 5.69435
O -2.72275 -2.36957 7.26572
O -1.28317 -0.37404 7.70111
H 0.32073 -1.48199 8.33789
H 0.69585 0.21613 7.93247
H 1.29618 -1.67393 6.10297
H 0.44096 -0.21119 5.54015
```

Properties
Net charge: -1
E_HOMO: -4.8 eV
DFT total energy: -153500.4489 eV
Frontier orbital gap: 6.566 eV

# C28H56O21

A 7-piece molecular cluster, C28H56O21 overall at a distorted geometry (ωB97M-V/def2-TZVPD, the Open Molecules 2025 dataset).

Structure (XYZ):
```
105
C28H56O21 (ωB97M-V/def2-TZVPD)
C 1.91203 -4.72341 -6.27048
C 0.96912 -3.40901 -6.21498
O 0.06383 -3.55899 -7.33297
C -1.03736 -2.74508 -7.41965
O -1.37585 -1.99045 -6.47538
O -1.78635 -2.99487 -8.50713
C -3.18244 -2.45294 -8.66795
H 2.46977 -4.74830 -7.20665
H 1.35795 -5.66126 -6.23141
H 2.57265 -4.68144 -5.40450
H 1.52567 -2.48131 -6.34812
H 0.51223 -3.41079 -5.22535
H -4.02868 -3.12642 -8.53230
H -3.34470 -2.30453 -9.73553
H -3.45189 -1.52717 -8.15957
C -1.75306 6.83683 -3.94616
C -0.67294 5.97785 -3.35059
O -1.08322 4.61111 -3.25276
C -0.74854 3.71067 -4.27526
O -0.03051 3.90829 -5.26153
O -1.35302 2.56458 -3.98187
C -1.08591 1.38516 -4.81996
H -2.58567 6.63526 -3.27219
H -1.91505 6.46149 -4.95659
H -1.53467 7.90057 -3.85194
H -0.49075 6.41004 -2.36666
H 0.24173 6.12616 -3.92458
H -1.77628 0.56296 -4.63161
H -0.10067 0.91906 -4.83166
H -1.30433 1.69592 -5.84163
C -0.53770 -2.93589 2.47090
C 0.23134 -3.48897 3.68034
O 1.31647 -4.36048 3.27553
C 2.48350 -4.34410 3.91833
O 2.80808 -3.78145 4.97706
O 3.39786 -4.90546 3.11448
C 4.77165 -4.97382 3.42858
H -0.03100 -2.03938 2.11362
H -1.60380 -2.72118 2.54462
H -0.49476 -3.52275 1.55338
H -0.43209 -4.17234 4.21039
H 0.55954 -2.70433 4.36205
H 5.32646 -4.04270 3.31321
H 5.22485 -5.65307 2.70655
H 5.00801 -5.41339 4.39760
C 4.03345 0.24988 5.16877
C 4.25066 1.71921 5.54465
O 5.62660 2.06613 5.16165
C 6.20710 3.21458 5.60243
O 5.63968 4.04934 6.24887
O 7.50322 3.21281 5.27690
C 8.26369 4.34895 5.60575
H 4.88955 -0.23636 5.63647
H 3.90927 0.06404 4.10193
H 3.08047 -0.08125 5.58144
H 3.94822 1.92833 6.57075
H 3.55901 2.41495 5.06959
H 8.60900 4.10857 6.61127
H 7.71275 5.26419 5.38921
H 9.06570 4.47761 4.87889
C 0.29109 0.07051 5.18761
C -1.14027 -0.09723 5.52477
O -1.84251 1.19268 5.42523
C -2.41550 1.59398 4.24811
O -2.51241 0.99931 3.16628
O -2.67923 2.85728 4.44635
C -3.32143 3.58325 3.43748
H 0.79401 -0.84724 5.49241
H 0.70157 0.91289 5.74438
H 0.55792 0.24393 4.14510
H -1.14927 -0.36744 6.58072
H -1.63172 -0.94873 5.05410
H -3.33928 3.09816 2.46152
H -2.64129 4.41448 3.25158
H -4.22797 4.07821 3.78577
C -7.33231 -1.65773 -0.97490
C -6.76170 -1.04119 -2.23991
O -5.44960 -0.58350 -1.97608
C -5.05503 0.58251 -1.47441
O -5.81488 1.48502 -1.14002
O -3.72004 0.55234 -1.38543
C -3.00313 1.66649 -1.00445
H -7.19175 -0.90034 -0.20373
H -6.68155 -2.47528 -0.66472
H -8.40145 -1.85184 -1.06068
H -7.45852 -0.33825 -2.69644
H -6.60326 -1.81133 -2.99482
H -3.27275 2.15382 -0.06748
H -3.16380 2.35406 -1.83484
H -1.94294 1.41462 -1.03019
C 2.51897 -0.98834 1.61470
C 2.34304 -0.39396 0.19270
O 1.40462 -1.25037 -0.43426
C 0.46110 -0.74998 -1.24794
O 0.23787 0.43914 -1.47358
O -0.07459 -1.80200 -1.87790
C -1.11306 -1.61087 -2.75565
H 1.71623 -0.69714 2.29213
H 3.45120 -0.49001 1.88060
H 2.67178 -2.06757 1.61326
H 3.21616 -0.37299 -0.45946
H 2.14183 0.67729 0.18658
H -0.64575 -1.01049 -3.53621
H -1.91460 -1.02768 -2.30232
H -1.31568 -2.62009 -3.11417
```

Properties
Energy above the lowest of the compared OMol25 structures with the same formula, charge and spin: 0.0 kcal per mole
Spin multiplicity: 2
<S²>: 0.757
Net charge: +1
E_HOMO (spin up / spin down): -11.9 / -11.9 eV
DFT total energy: -72928.4414 eV
Frontier orbital gap (spin up / spin down): 8.437 / 1.878 eV